Formula: C26H28NO2SSiSn
Source: the Open Molecules 2025 dataset
Level of theory: the ωB97M-V functional and the def2-TZVPD basis

DFT total energy in hartree: -2114.547216
Orbital gap in eV: 5.06
ΔE to the lowest compared entry with this formula, charge and spin in kcal per mole: 22.1
Strongest force on any atom in eV/A: 2.8
HOMO level in Eh: -0.4120
LUMO in eV: -6.1

Geometry as ORCA input:
```
! RIJCOSX wB97M-V def2-TZVPD def2/J DEFGRID3
* xyz 1 1
Sn 0.76 -2.10 0.04
O 4.86 -1.34 0.61
C 3.78 -1.66 1.03
O 2.79 -1.92 0.18
C 3.52 -1.73 2.52
C 4.67 -1.61 3.30
C 4.62 -1.64 4.68
C 3.39 -1.73 5.32
C 2.24 -1.84 4.57
C 2.28 -1.88 3.17
S 0.67 -2.15 2.47
H 5.61 -1.49 2.79
H 5.54 -1.61 5.26
H 3.33 -1.72 6.40
H 1.28 -1.90 5.06
C -1.81 -1.85 -0.10
Si -1.85 -0.15 -0.83
C -0.48 0.93 -0.08
N 0.83 0.27 -0.06
C 1.63 0.64 1.12
C 2.23 2.04 1.02
C 3.11 2.13 -0.23
C 2.26 1.82 -1.45
C 1.61 0.44 -1.32
C -3.55 0.34 -0.20
C -3.79 0.67 1.14
C -5.06 1.02 1.56
C -6.12 1.01 0.65
C -5.90 0.66 -0.68
C -4.62 0.31 -1.10
C -1.74 -0.12 -2.69
C -1.92 1.09 -3.36
C -1.89 1.14 -4.75
C -1.69 -0.02 -5.48
C -1.52 -1.23 -4.83
C -1.54 -1.28 -3.44
H -2.12 -2.69 -0.71
H -2.02 -2.00 0.96
H -0.77 1.20 0.93
H -0.45 1.85 -0.68
H 2.43 -0.04 1.22
H 1.00 0.55 2.01
H 2.81 2.23 1.92
H 1.43 2.79 0.97
H 3.92 1.40 -0.15
H 3.56 3.11 -0.31
H 2.87 1.82 -2.36
H 1.49 2.60 -1.56
H 2.40 -0.31 -1.33
H 0.95 0.26 -2.17
H -2.98 0.66 1.86
H -5.24 1.28 2.59
H -7.12 1.26 0.98
H -6.71 0.66 -1.39
H -4.46 0.04 -2.13
H -2.09 2.00 -2.80
H -2.02 2.09 -5.25
H -1.68 0.02 -6.56
H -1.37 -2.14 -5.40
H -1.40 -2.23 -2.94
*
```

=====

Formula: C26H28NOSSiTc
Source: the Open Molecules 2025 dataset
Level of theory: the ωB97M-V functional and the def2-TZVPD basis

DFT total energy in hartree: -1905.767185
Orbital gap (spin up / spin down) in eV: 6.99 / 6.13
Strongest force on any atom in eV/A: 0.5
Expectation value of S²: 4.097
HOMO level (spin up / spin down) in Eh: -0.3983 / -0.3730
LUMO (spin up / spin down) in eV: -3.8 / -4.0

Geometry as ORCA input:
```
! RIJCOSX wB97M-V def2-TZVPD def2/J DEFGRID3
* xyz 1 4
Tc 1.19 1.70 -0.80
C 2.76 -3.54 -5.26
Si 3.06 -2.52 -3.71
C 2.82 -3.58 -2.19
C 4.76 -1.73 -3.76
C 1.74 -1.13 -3.73
C 0.79 -1.05 -4.74
C -0.19 -0.06 -4.77
C -0.19 0.88 -3.76
N 0.72 0.84 -2.78
C 1.66 -0.13 -2.76
S 2.73 0.00 -1.35
H 3.49 -4.35 -5.31
H 2.87 -2.95 -6.17
H 1.76 -4.00 -5.26
H 3.55 -4.39 -2.19
H 1.82 -4.03 -2.16
H 2.96 -3.01 -1.27
H 5.53 -2.51 -3.78
H 4.94 -1.11 -2.88
H 4.89 -1.11 -4.65
H 0.80 -1.79 -5.53
H -0.92 -0.01 -5.56
H -0.92 1.68 -3.72
C -2.03 3.22 -0.40
C -0.82 4.08 -0.47
C -0.96 5.55 -0.27
O 0.30 3.60 -0.68
H -2.67 3.54 0.43
H -1.77 2.17 -0.28
H -2.60 3.37 -1.32
H -1.89 5.91 -0.70
H -0.10 6.08 -0.67
H -1.02 5.72 0.81
C 0.45 1.14 0.82
C -0.21 0.70 1.80
C -0.92 0.20 2.82
C -0.26 -0.21 4.07
C -0.82 -1.21 4.86
C -0.17 -1.63 6.02
C 1.03 -1.04 6.39
C 1.59 -0.05 5.60
C 0.96 0.36 4.44
C -2.38 0.10 2.64
C -2.90 -0.26 1.40
C -4.27 -0.32 1.21
C -5.13 -0.02 2.26
C -4.62 0.34 3.49
C -3.25 0.40 3.69
H -1.75 -1.69 4.57
H -0.61 -2.41 6.62
H 1.53 -1.36 7.30
H 2.53 0.41 5.90
H 1.40 1.14 3.83
H -2.23 -0.52 0.59
H -4.67 -0.62 0.25
H -6.21 -0.07 2.11
H -5.29 0.58 4.31
H -2.85 0.69 4.66
*
```

=====

Formula: C26H29AsN3O3PdSe2Te2
Source: the Open Molecules 2025 dataset
Level of theory: the ωB97M-V functional and the def2-TZVPD basis

DFT total energy in hartree: -9100.462235
Orbital gap (spin up / spin down) in eV: 3.41 / 3.54
Strongest force on any atom in eV/A: 1.5
HOMO level (spin up / spin down) in Eh: -0.3522 / -0.3561
LUMO (spin up / spin down) in eV: -6.2 / -6.2

Geometry as ORCA input:
```
! RIJCOSX wB97M-V def2-TZVPD def2/J DEFGRID3
* xyz 1 1
Pd 0.30 0.03 1.03
Se 2.85 0.78 1.32
Te 2.30 -1.53 1.91
Te -0.07 -1.23 3.29
Se -1.87 -1.79 1.79
N -1.88 0.02 -1.61
C -1.15 0.65 -2.57
C 0.52 1.05 -2.09
O 1.22 0.98 -3.06
O 0.64 1.37 -0.90
H -1.66 -0.95 -1.41
H -2.23 0.57 -0.84
H -1.53 1.65 -2.81
H -0.99 0.03 -3.45
C -1.34 -3.98 -1.38
N -0.04 -3.74 -1.99
C 0.39 -4.75 -2.95
C 1.39 -4.19 -3.93
C 2.50 -3.52 -3.14
N 1.95 -2.56 -2.20
C 2.80 -1.42 -1.90
C 0.75 -2.71 -1.59
O 0.37 -1.92 -0.68
H -2.13 -3.79 -2.11
H -1.47 -3.33 -0.52
H -1.40 -5.01 -1.04
H -0.50 -5.11 -3.47
H 0.83 -5.60 -2.41
H 0.91 -3.46 -4.58
H 1.79 -4.99 -4.54
H 3.17 -2.98 -3.81
H 3.10 -4.27 -2.61
H 3.12 -0.95 -2.83
H 3.69 -1.74 -1.34
H 2.26 -0.69 -1.32
C -3.55 1.36 5.49
C -2.38 2.08 5.70
C -1.55 2.37 4.63
C -1.89 1.95 3.35
C -3.08 1.25 3.15
C -3.90 0.95 4.22
As -0.73 2.21 1.80
C -1.71 3.62 0.89
C -2.92 3.51 0.23
C -3.54 4.65 -0.25
C -2.94 5.89 -0.07
C -1.73 6.00 0.60
C -1.09 4.86 1.08
C 0.15 4.83 1.87
C 0.96 5.93 2.15
C 2.08 5.78 2.96
C 2.40 4.54 3.50
C 1.61 3.43 3.21
C 0.50 3.58 2.39
H -4.18 1.10 6.34
H -2.11 2.41 6.69
H -0.63 2.94 4.78
H -3.35 0.93 2.15
H -4.82 0.39 4.05
H -3.40 2.54 0.11
H -4.49 4.58 -0.75
H -3.43 6.79 -0.43
H -1.28 6.97 0.76
H 0.73 6.90 1.73
H 2.71 6.63 3.17
H 3.26 4.43 4.14
H 1.86 2.47 3.62
*
```